{"formula": "ClHNOPS", "method": "the ωB97M-V functional and the def2-TZVPD basis", "elements": ["O", "P", "N", "S", "Cl", "H"], "coordinates": [[2.29, 1.22, -0.49], [0.97, 1.30, 0.10], [0.20, -0.32, 0.19], [-1.38, -0.53, 0.89], [-2.63, -0.43, -0.70], [0.56, -1.24, 0.01]], "mulliken_charge": [-0.403, 0.471, -0.298, 0.079, -0.127, 0.277], "multiplicity": 1, "smiles": "O=PNSCl", "total_charge": 0, "orbital_gap_ev": 8.981, "e_tot_ha": -1330.34258, "e_homo_ev": -9.56}